Entry 1:
{
  "formula": "C24H43BN2O15P2",
  "method": "wB97M-V/def2-TZVPD",
  "symbols": ["C", "C", "C", "C", "C", "B", "N", "O", "C", "P", "O", "O", "O", "C", "C", "P", "O", "O", "O", "C", "C", "C", "O", "N", "C", "O", "H", "H", "H", "H", "H", "H", "H", "H", "H", "H", "H", "H", "H", "C", "O", "C", "C", "O", "C", "H", "H", "H", "H", "H", "H", "H", "H", "H", "H", "C", "O", "C", "C", "O", "C", "H", "H", "H", "H", "H", "H", "H", "H", "H", "H", "C", "O", "C", "C", "O", "C", "H", "H", "H", "H", "H", "H", "H", "H", "H", "H"],
  "positions_angstrom": [[0.68993, -3.85687, 0.87882], [0.08892, -2.79196, 0.77709], [-0.58195, -1.38518, 1.04098], [0.38426, -0.20933, 0.64344], [0.08352, 0.91567, -0.29730], [-1.37102, 0.92797, -1.00719], [-1.64707, 0.97924, -2.45190], [-2.51116, 0.83807, -0.13049], [1.07110, 2.05797, -0.61134], [0.62139, 3.39197, -1.83224], [0.59175, 2.75102, -3.19122], [-0.88254, 4.11306, -1.49735], [1.71192, 4.65631, -1.93930], [2.41664, 2.02474, 0.10576], [3.54266, 3.11944, -0.07017], [4.62207, 2.71636, -1.55562], [4.83774, 1.20879, -1.52874], [6.15978, 3.39273, -1.35926], [3.93028, 3.09912, -3.01550], [2.72608, 0.90213, 1.03793], [1.74945, -0.20316, 1.31685], [2.38792, -1.20434, 2.35238], [1.91360, -2.04183, 3.08260], [3.80543, -0.83835, 2.27501], [4.00243, 0.56085, 1.88571], [4.98747, 1.20357, 2.18860], [1.50837, -4.62206, 0.77577], [-1.57321, -1.39891, 0.50668], [-0.79703, -1.27047, 2.15711], [-1.79688, 0.04339, -2.84430], [-2.48802, 1.55809, -2.61441], [-2.21021, 0.89950, 0.80253], [-1.01227, 4.17624, -0.52736], [1.60824, 5.25709, -1.16587], [4.23282, 3.01316, 0.83497], [3.16696, 4.18237, -0.03794], [6.75847, 2.66229, -1.08614], [4.08809, 2.31167, -3.58471], [4.30733, -0.83636, 3.18103], [-0.13905, 3.69335, 6.99411], [0.41633, 2.40132, 6.80048], [-0.18293, 1.71084, 5.70923], [0.72071, 1.72060, 4.48524], [0.84020, 3.03295, 3.94086], [2.07787, 3.64520, 4.27379], [0.47586, 4.22217, 7.72380], [-0.15202, 4.27104, 6.06607], [-1.15588, 3.60708, 7.39117], [-1.16688, 2.12912, 5.47188], [-0.32718, 0.67384, 6.02959], [0.26818, 1.09517, 3.70807], [1.70560, 1.30372, 4.72240], [2.89248, 3.16440, 3.72139], [2.27842, 3.59443, 5.34637], [2.02841, 4.69446, 3.97866], [3.09456, -3.16714, -2.65799], [1.81271, -3.75627, -2.49202], [0.84705, -3.21051, -3.38397], [0.56483, -4.15693, -4.54152], [1.69402, -4.27034, -5.40339], [2.40638, -5.48162, -5.20447], [3.81266, -3.74388, -2.07262], [3.41127, -3.17631, -3.70416], [3.08441, -2.13825, -2.28292], [1.16182, -2.22760, -3.75035], [-0.07588, -3.07511, -2.80923], [-0.25272, -3.74494, -5.14165], [0.25154, -5.14007, -4.17465], [1.82295, -6.32468, -5.58854], [2.64088, -5.64424, -4.14974], [3.34132, -5.42169, -5.76331], [-7.52490, -3.00751, -1.00947], [-6.99984, -2.18984, 0.02494], [-5.58101, -2.07578, -0.04075], [-5.15804, -0.73172, -0.61535], [-5.50107, -0.63003, -1.99625], [-6.65197, 0.17273, -2.20995], [-8.61169, -2.91106, -1.00106], [-7.15608, -2.70248, -1.99230], [-7.26568, -4.05547, -0.82523], [-5.14697, -2.90050, -0.61608], [-5.20851, -2.15019, 0.98662], [-4.07221, -0.64854, -0.55238], [-5.59276, 0.09356, -0.04164], [-6.41255, 1.22468, -2.02361], [-7.48403, -0.13556, -1.57239], [-6.95384, 0.06357, -3.25262]],
  "atomic_forces_ev_per_a": [[0.58, 1.30, -0.94], [0.15, 0.31, 1.34], [0.46, -1.27, -0.30], [2.71, 1.69, 0.18], [1.71, 0.09, 0.58], [-1.54, -0.42, 0.31], [-0.46, 0.03, 1.36], [2.26, 0.73, -0.14], [1.46, -2.29, 3.52], [-0.50, -0.39, -4.26], [0.12, 1.30, 2.57], [2.48, -1.22, 1.07], [-1.69, -1.07, 2.02], [-1.37, -0.91, 0.02], [-0.06, 0.35, 0.67], [1.64, -3.83, -0.66], [-0.48, 2.28, 0.11], [-2.30, -0.16, -0.24], [1.21, 0.12, 2.09], [-2.47, -0.90, -0.66], [-0.85, 2.24, -1.85], [0.57, 1.09, -0.76], [0.61, 1.37, -1.10], [-0.20, 2.00, 1.79], [-0.82, -0.64, -1.34], [-1.63, -0.72, -0.45], [-1.75, 1.03, 0.24], [1.13, 0.39, 0.43], [0.35, -0.42, -1.41], [0.25, 0.57, -0.10], [0.46, -0.76, -0.02], [-0.39, 0.00, -0.73], [-0.10, 0.07, -0.57], [0.11, -0.25, -0.74], [-0.65, 0.06, -1.41], [0.29, -1.29, -0.18], [-0.73, 0.35, -0.28], [-0.13, 0.48, 0.49], [-0.32, -1.16, -0.54], [0.08, -0.05, 0.13], [-0.17, 0.21, -0.26], [0.47, -0.27, 0.22], [-0.48, 0.24, -0.18], [0.21, -0.08, 0.19], [-0.08, 0.05, -0.14], [-0.01, -0.13, -0.02], [-0.04, -0.03, 0.00], [-0.03, 0.10, -0.05], [0.08, 0.05, -0.06], [-0.02, 0.00, -0.06], [0.01, -0.07, 0.01], [-0.04, 0.04, 0.08], [0.10, 0.01, 0.08], [0.02, -0.05, -0.01], [-0.07, -0.08, -0.04], [-0.02, -0.01, 0.16], [0.14, 0.11, -0.30], [-0.15, -0.42, 0.27], [0.15, 0.47, -0.24], [0.00, -0.24, 0.28], [0.02, 0.11, -0.14], [-0.12, 0.00, 0.02], [-0.03, 0.04, 0.01], [0.10, 0.03, -0.08], [0.03, -0.08, -0.06], [-0.03, 0.01, -0.02], [-0.03, 0.00, 0.04], [0.07, 0.05, 0.06], [0.04, -0.09, 0.07], [-0.05, -0.01, 0.01], [-0.10, 0.07, -0.02], [-0.09, 0.03, 0.13], [0.12, -0.12, -0.30], [-0.28, 0.43, 0.29], [0.21, -0.57, -0.31], [-0.27, 0.12, 0.19], [0.12, -0.06, -0.14], [0.08, 0.03, 0.10], [0.04, -0.03, 0.02], [0.00, -0.02, -0.12], [-0.03, 0.08, -0.06], [0.05, -0.01, -0.02], [-0.11, 0.00, 0.04], [-0.03, -0.07, -0.01], [-0.11, 0.04, 0.04], [0.02, 0.03, 0.04], [0.11, -0.02, 0.04]],
  "charge": 0,
  "e_tot_ev": -78530.2424,
  "smiles": "C#CCc1c(B(N)O)c(P(=O)(O)O)c(CP(=O)(O)O)c2c1C(=O)NC2=O.COCCOC.COCCOC.COCCOC",
  "lumo_ev": -1.50,
  "relative_energy_kj_mol": 475.0,
  "e_homo_ev": -9.1,
  "gap_ev": 7.57
}


Entry 2:
{
  "formula": "C31H50BaBrN5P2",
  "method": "wB97M-V/def2-TZVPD",
  "symbols": ["C", "C", "C", "C", "N", "C", "C", "C", "C", "C", "C", "C", "C", "C", "Ba", "P", "H", "H", "H", "H", "H", "H", "H", "H", "C", "C", "H", "H", "H", "H", "H", "C", "C", "H", "H", "H", "H", "H", "C", "C", "H", "H", "H", "H", "H", "Br", "P", "C", "C", "H", "H", "H", "H", "H", "C", "C", "H", "H", "H", "H", "H", "C", "C", "H", "H", "H", "H", "H", "C", "N", "C", "N", "C", "N", "C", "N", "C", "C", "H", "H", "H", "H", "H", "H", "H", "H", "H", "H", "H", "H"],
  "positions_angstrom": [[-0.79519, 6.85886, -4.59048], [-0.97240, 5.48798, -4.84236], [-1.28183, 5.09790, -6.15614], [-1.39899, 6.08654, -7.14908], [-1.22793, 7.38377, -6.89510], [-0.93390, 7.76881, -5.65338], [-0.84298, 4.52743, -3.80249], [-0.72733, 3.67131, -2.87517], [-0.59906, 2.71782, -1.84318], [0.46199, 2.81308, -0.93500], [0.61044, 1.87636, 0.10315], [-0.34864, 0.95162, 0.05100], [-1.42713, 0.71965, -0.71358], [-1.53293, 1.68072, -1.73139], [-0.34268, -0.52475, 1.89888], [1.89053, -1.53302, 0.58663], [-1.43061, 4.04768, -6.41048], [-0.55363, 7.22000, -3.58998], [-1.63882, 5.80247, -8.17506], [-0.79975, 8.83728, -5.47683], [-2.35713, 1.59838, -2.43171], [1.18889, 3.61311, -1.01197], [-2.13930, -0.07851, -0.61828], [1.42218, 1.94118, 0.80337], [2.04450, -3.13109, 1.45004], [3.01485, -4.10671, 0.81080], [1.03181, -3.59022, 1.51416], [2.30855, -2.90441, 2.50561], [3.25260, -4.91133, 1.51665], [2.58184, -4.57523, -0.07995], [3.95582, -3.62700, 0.52624], [1.63640, -1.74428, -1.15590], [2.70032, -1.11205, -2.05155], [0.63631, -1.34842, -1.43388], [1.57035, -2.82925, -1.29517], [2.44458, -1.28868, -3.10443], [2.76462, -0.02536, -1.91142], [3.69728, -1.53804, -1.88066], [3.22908, -0.41098, 0.98078], [4.61391, -1.05682, 0.95835], [3.04513, 0.03172, 1.98335], [3.16007, 0.41939, 0.25956], [5.38377, -0.28753, 1.10732], [4.72782, -1.78598, 1.76799], [4.83388, -1.55747, 0.00764], [0.07587, -2.42079, 3.73479], [-2.82824, -4.14128, -2.62165], [-0.96118, -4.19912, -2.49833], [-0.36179, -5.60648, -2.64674], [-0.65532, -3.73743, -1.54659], [-0.58414, -3.55480, -3.30594], [0.70336, -5.54792, -2.91069], [-0.43982, -6.18487, -1.71902], [-0.87299, -6.17035, -3.43545], [-3.31305, -3.82016, -0.84671], [-4.72944, -4.29799, -0.47735], [-3.24430, -2.73177, -0.71734], [-2.56667, -4.27978, -0.18346], [-4.80751, -4.46865, 0.60340], [-5.48226, -3.54976, -0.75097], [-4.98570, -5.23539, -0.98020], [-3.03791, -2.39642, -3.27029], [-3.30150, -2.32977, -4.78200], [-2.14763, -1.80707, -3.00149], [-3.88960, -1.96928, -2.72068], [-3.77921, -1.37852, -5.04796], [-2.37262, -2.40141, -5.35724], [-3.96147, -3.14228, -5.10411], [0.73459, 2.51251, 3.86851], [0.55204, 1.02247, 4.02676], [-0.77489, 0.82847, 4.71687], [-0.84239, 1.50469, 6.02720], [-0.62691, 2.95849, 5.82401], [0.69169, 3.21083, 5.17460], [1.75217, 2.65379, 6.06122], [1.56854, 1.19459, 6.27576], [1.60836, 0.50598, 4.96971], [0.23720, 0.97029, 6.90238], [-0.06691, 2.89546, 3.21730], [1.69577, 2.70588, 3.37171], [-0.95528, -0.24307, 4.87195], [-1.57547, 1.20516, 4.05950], [-0.67220, 3.47256, 6.79241], [-1.43185, 3.35928, 5.19362], [2.73704, 2.83635, 5.60915], [1.72740, 3.16998, 7.03006], [1.45466, -0.57079, 5.12842], [2.59539, 0.63396, 4.50594], [0.19638, 1.46269, 7.88129], [0.08044, -0.10421, 7.06071]],
  "atomic_forces_ev_per_a": [[0.04, 0.27, -0.18], [-0.09, 0.70, -0.76], [-0.09, 0.16, -0.28], [0.14, -0.37, 0.78], [0.00, 0.02, -0.03], [0.01, -0.75, 0.44], [0.51, -3.78, 4.09], [-0.55, 3.88, -4.17], [0.00, 0.14, -0.13], [0.18, -0.25, 0.29], [0.54, 0.92, -0.16], [-0.56, 0.01, -0.37], [-0.48, 0.48, -0.56], [-0.11, -0.41, 0.10], [-1.66, 0.79, 0.98], [-0.19, -0.39, 1.01], [0.05, 0.32, 0.10], [-0.08, -0.13, -0.30], [0.07, 0.14, 0.27], [-0.05, -0.29, -0.11], [0.09, -0.02, 0.00], [-0.02, -0.05, -0.03], [-0.27, -0.25, -0.01], [0.18, 0.04, 0.28], [0.28, -0.44, 0.08], [0.38, -0.48, -0.12], [0.66, 0.35, -0.16], [0.03, -0.07, -0.79], [-0.05, 0.11, -0.19], [0.11, 0.09, 0.11], [-0.14, -0.17, 0.04], [-0.16, -0.28, -1.18], [0.17, -0.04, -0.50], [0.45, -0.19, 0.14], [0.05, 0.11, -0.27], [0.09, 0.07, 0.25], [-0.03, -0.22, -0.02], [-0.30, 0.10, -0.02], [0.88, 0.29, 0.15], [0.67, 0.29, 0.10], [0.00, -0.25, -0.41], [0.10, -0.23, 0.16], [-0.14, -0.22, -0.03], [-0.08, 0.11, -0.18], [-0.11, 0.15, 0.24], [-0.52, -0.82, 1.05], [0.08, 0.15, -0.01], [-0.10, 0.04, -0.11], [0.09, 0.04, 0.08], [0.02, -0.01, -0.11], [-0.08, -0.11, 0.11], [-0.23, -0.05, 0.08], [-0.08, 0.08, -0.17], [0.13, 0.14, 0.15], [0.12, -0.08, 0.02], [0.06, 0.10, 0.10], [0.09, 0.04, 0.24], [-0.12, -0.04, -0.19], [-0.04, 0.08, -0.22], [0.10, -0.20, -0.02], [0.09, 0.14, 0.07], [-0.18, -0.17, 0.04], [0.04, 0.17, 0.03], [-0.08, 0.02, 0.02], [0.09, -0.11, -0.15], [0.12, -0.19, 0.00], [-0.13, -0.08, 0.08], [0.10, 0.17, 0.08], [-0.04, -0.06, 0.99], [-0.23, 0.13, 0.06], [0.19, 0.31, 0.93], [0.12, 0.04, -0.47], [0.39, -0.43, -0.31], [-0.11, -0.44, -0.21], [-0.26, -0.33, -0.29], [-0.27, 0.15, -0.47], [-0.10, 0.31, 0.71], [0.17, 0.14, -0.71], [0.08, -0.05, 0.24], [-0.09, -0.08, 0.26], [0.19, 0.24, 0.06], [0.09, 0.23, 0.17], [0.15, -0.17, -0.25], [0.20, -0.11, 0.07], [-0.26, -0.10, 0.05], [-0.11, -0.15, -0.29], [-0.07, 0.43, -0.04], [-0.18, 0.18, 0.10], [0.03, 0.01, -0.32], [0.05, 0.21, -0.12]],
  "charge": 2,
  "e_tot_ev": -129701.5916,
  "lumo_ev": [-9.81, -9.81],
  "relative_energy_kj_mol": 647.0,
  "e_homo_ev": [-12.7, -12.7],
  "gap_ev": [2.90, 2.89]
}


Entry 3:
{
  "formula": "C3H4OS",
  "method": "wB97M-V/def2-TZVPD",
  "symbols": ["C", "C", "C", "O", "S", "H", "H", "H", "H"],
  "positions_angstrom": [[0.71098, 0.30528, -0.13031], [-0.38054, 0.52603, -0.57152], [2.13044, 0.32257, 0.10064], [-3.57489, -1.21882, -0.10220], [-3.47985, 0.43111, 0.14670], [2.58835, 0.23704, -0.88776], [2.36913, -0.28502, 0.90490], [2.39691, 1.22724, 0.52266], [-2.76053, -1.54543, 0.01690]],
  "atomic_forces_ev_per_a": [[0.30, 0.23, 0.24], [-1.93, 0.03, -0.33], [-0.84, 0.09, -1.62], [-4.88, 3.48, -0.59], [0.28, -1.41, -0.29], [0.63, -0.58, 0.58], [0.94, -2.23, 0.82], [0.48, 2.45, 0.40], [5.01, -2.07, 0.79]],
  "charge": 0,
  "e_tot_ev": -16051.0944,
  "lumo_ev": [-2.30, -1.93],
  "relative_energy_kj_mol": 676.9,
  "e_homo_ev": [-9.8, -9.4],
  "gap_ev": [7.49, 7.45]
}


Entry 4:
{
  "formula": "C5H9NOS",
  "method": "wB97M-V/def2-TZVPD",
  "symbols": ["C", "C", "C", "C", "C", "H", "H", "H", "H", "H", "H", "H", "H", "H", "N", "O", "S"],
  "positions_angstrom": [[3.23219, -0.54925, -0.51480], [1.52335, 1.01647, 0.49882], [0.14452, 0.51567, 0.41511], [0.58689, -0.86120, -0.07184], [-2.04913, 0.56530, -0.44174], [3.14086, -1.62126, -0.85931], [3.24499, 0.36611, -1.42562], [4.20953, -0.54670, 0.40356], [1.62640, 1.40666, 1.67067], [1.63406, 1.85368, -0.16458], [-0.33240, 0.17594, 1.34080], [0.00633, -1.70873, 0.66013], [0.85714, -1.06645, -1.15056], [-2.73485, 1.07716, -1.20223], [2.02011, -0.35365, 0.31527], [-0.84180, 1.28082, -0.39832], [-2.48034, -0.73934, 0.14959]],
  "atomic_forces_ev_per_a": [[0.39, 0.89, 1.65], [-0.37, 0.61, 4.59], [-3.20, -1.12, -0.91], [2.09, -1.24, 0.23], [1.78, 6.99, -4.58], [0.55, 1.35, -0.22], [0.58, -2.93, 2.48], [-2.60, 0.37, -3.47], [0.50, -0.55, -3.02], [1.02, 0.10, -0.78], [-0.05, 1.29, 0.25], [2.30, 1.79, -2.58], [-1.93, -0.24, 0.78], [1.13, -0.12, 1.17], [0.06, 0.44, 0.27], [-0.66, -2.32, 1.25], [-1.61, -5.33, 2.88]],
  "charge": 0,
  "e_tot_ev": -19698.1876,
  "lumo_ev": 0.51,
  "relative_energy_kj_mol": 590.1,
  "e_homo_ev": -8.5,
  "gap_ev": 9.00
}